# 1
Density functional theory data (ωB97M-V/def2-TZVPD) for C8H28N2O5 as an isolated structure in a non-equilibrium geometry.

Properties
- HOMO level: -0.2573 Ha
- Frontier orbital gap: 7.0 eV
- Total charge: 0
- E_LUMO: 0.00179 Eh
- Energy above the lowest of the compared OMol25 structures with the same formula, charge and spin: 1709.3 kJ/mol

Each line ends with the natural charge from an NBO analysis.
Cartesian coordinates (Å):
H  0.26182  -0.22925  -1.46991  0.460
H  -0.03290  -2.48955  5.66359  0.172
C  -0.19830  1.76223  -2.89309  -0.079
C  0.01083  0.47153  2.74761  -0.057
N  -0.71594  2.67232  -3.90165  -0.839
H  0.96151  0.50218  -4.29097  0.187
C  -0.61829  0.26592  1.34629  -0.581
H  1.97413  0.85228  2.24547  0.389
C  1.25825  -1.70191  -2.91763  -0.261
H  -1.07618  1.26381  -0.94284  0.213
H  2.20932  -1.46828  -3.39614  0.201
H  2.18046  1.07430  0.12767  0.412
H  -0.72649  1.10527  3.24037  0.164
H  -0.59721  -0.02863  -4.09916  0.173
H  -1.03334  -2.05348  0.03082  0.508
N  1.13715  1.34398  2.52437  -0.846
H  0.74822  -1.50775  3.08105  0.142
H  1.26670  -0.12595  -0.00019  0.409
H  -1.67625  -2.82873  5.43288  0.194
C  -1.28169  1.82478  -1.85453  -0.629
H  1.58299  -2.23746  -2.02555  0.230
O  -1.14635  -1.10632  0.11050  -0.801
H  -1.50132  2.85702  -1.58190  0.220
O  0.53716  -0.38393  -0.56631  -0.937
H  0.71353  2.18080  -2.46709  0.178
H  -1.60167  -0.19661  1.43069  0.193
C  0.21579  0.38760  -3.50428  -0.075
H  0.64347  -2.29833  -3.59174  0.187
O  2.12160  0.14208  0.33681  -1.038
H  -0.01930  3.15479  -4.45120  0.365
H  -0.46985  -3.46961  4.27468  0.169
H  -0.63941  1.11553  0.66379  0.177
O  -0.90344  -1.34597  4.11907  -0.549
H  0.97065  1.88846  1.69015  0.339
H  -0.04447  -0.43564  0.74077  0.183
H  -0.26402  -0.64601  -0.11282  0.397
H  0.88668  -0.44272  4.49869  0.168
O  0.60065  -0.45946  -2.44155  -0.504
C  -0.77006  -2.60680  4.86926  -0.252
H  -2.23449  1.47176  -2.24907  0.208
H  -1.31518  3.33631  -3.43248  0.363
C  0.23894  -0.75130  3.67814  -0.047
H  -1.65385  -0.85931  -0.66259  0.492

***

# 2
Density functional theory data (ωB97M-V/def2-TZVPD) for a 2-piece molecular cluster, C28H35F3NO7S3 overall in a non-equilibrium geometry.

Properties
- HOMO level: -0.2059 Ha
- Frontier orbital gap: 8.3 eV
- Total charge: -1
- E_LUMO: 0.09837 Eh

Each line ends with the Mulliken charge.
Cartesian coordinates (Å):
H  -3.37596  -3.60119  2.29749  0.350
H  4.24543  -0.29462  2.75779  0.459
H  2.71130  -3.69176  -0.04371  0.321
C  -1.59797  1.71170  1.09775  -0.896
H  -0.78845  -2.66725  4.84605  0.522
H  -2.60353  0.52888  -0.32350  0.292
H  5.34556  2.14916  6.18692  0.347
O  2.81473  4.14927  -0.88957  -0.683
H  2.11502  -0.18990  3.08195  -0.884
F  2.50452  3.46789  2.51139  -0.113
C  6.54642  4.40129  -1.21626  -0.007
C  -2.90880  1.23105  0.46300  -0.982
S  4.02675  3.44821  -1.26786  1.188
H  -3.15302  -3.27761  4.03826  0.363
F  0.62450  2.93540  3.58527  -0.207
C  7.18258  6.65078  -1.72824  -0.242
H  5.55381  7.99150  -2.33068  0.344
C  -1.04717  0.91279  2.23567  0.264
H  -3.74829  1.03730  2.41866  0.454
H  -4.54600  -1.38203  0.94514  0.606
H  5.84218  3.63834  2.15017  0.413
H  0.69482  -2.55125  -0.74776  0.394
C  4.74274  0.81119  4.59012  -0.516
C  1.04252  -0.28896  3.31981  -0.443
H  3.73712  -2.21621  -0.31782  0.207
H  1.34874  -2.01594  4.47819  0.536
C  1.18696  3.10213  2.36517  0.834
H  -1.69008  2.74785  1.46524  0.611
O  3.99872  2.48134  -2.34726  -0.717
H  1.09229  -2.33963  2.76281  0.295
H  7.96262  7.39907  -1.83826  0.342
C  -0.72703  -2.05678  3.93349  -0.610
H  0.83928  0.35691  4.19499  0.620
H  6.11246  3.96279  4.65281  0.354
C  0.72887  -1.75244  3.61337  -0.791
H  -1.26515  -2.23860  1.86341  -0.241
C  4.85509  6.01163  -1.89079  -0.369
C  5.27943  2.00701  5.10213  -0.442
C  1.59165  -1.94259  -0.60179  -0.381
C  -3.72604  -1.55910  2.88331  -0.664
C  5.25177  4.70525  -1.60481  0.041
H  -1.04070  -3.77699  2.66790  0.472
H  -4.77440  -1.72846  3.17448  0.416
H  8.57210  5.06979  -1.06194  0.367
C  -3.70692  -0.93659  1.49294  -0.284
C  5.84628  6.98782  -2.01076  -0.607
H  2.99483  -3.10492  -1.67921  0.388
H  -2.79781  -1.21473  0.94180  0.031
C  5.12020  1.62731  2.33479  0.096
C  4.67142  0.61127  3.20112  -0.302
O  -0.63378  -0.77230  0.07838  -0.601
O  1.47396  -1.28218  0.68718  -0.045
C  -3.89046  0.58581  1.43531  -1.216
H  -3.35216  2.10578  -0.03235  0.492
C  5.60796  2.83177  2.84199  -0.301
H  6.77065  3.44477  -0.75931  0.455
N  4.92531  3.01478  0.02972  -0.482
C  2.84626  -2.77815  -0.63955  -1.208
H  -4.90569  0.82249  1.10043  0.560
S  5.04981  1.46624  0.52397  1.121
S  1.27608  1.59726  1.38860  -0.408
H  4.37740  0.02680  5.26556  0.351
O  3.86713  0.66362  0.25486  -0.292
F  0.55234  4.12433  1.72268  -0.230
O  -1.64900  0.81918  3.30242  -0.637
C  0.31459  0.31188  2.07260  2.994
C  7.54546  5.36068  -1.31114  -0.882
C  5.71135  3.02503  4.23389  -0.648
C  0.32168  -0.60116  0.82189  -1.239
H  1.59086  -1.18028  -1.39287  0.329
H  -1.23486  -1.11326  4.15539  0.193
H  -3.31340  -0.84416  3.60322  0.284
C  -1.45691  -2.77011  2.80663  0.209
H  3.79445  6.23634  -1.92915  0.437
C  -2.96194  -2.89276  3.02638  -1.242
H  -0.88596  1.75140  0.26703  0.245
O  6.37742  1.03936  0.11333  -0.785

***

# 3
Density functional theory data (ωB97M-V/def2-TZVPD) for an isolated ion of composition C7H12FN4 and charge +1 in a non-equilibrium geometry.

Properties
- SMILES: C/[NH+]=C/C[C@@H](F)c1ncn(C)n1
- HOMO level: -0.4898 Ha
- Frontier orbital gap: 9.1 eV
- Total charge: +1
- E_LUMO: -0.15626 Eh
- Energy above the lowest of the compared OMol25 structures with the same formula, charge and spin: 27.7 kJ/mol

Each line ends with the natural charge from an NBO analysis.
Cartesian coordinates (Å):
H  -3.23666  0.44086  -1.15458  0.238
H  -3.12625  -1.42613  1.58757  0.247
H  4.89623  0.26789  0.54695  0.237
N  2.10480  1.02101  -0.18805  -0.221
H  0.19048  2.83997  0.09586  0.235
H  -1.13478  -0.34703  0.66060  0.457
H  -3.84046  -1.59048  -0.12038  0.230
N  2.78013  -0.10304  0.02354  -0.160
H  2.12501  -2.06829  0.56433  0.224
N  0.83706  -0.46430  0.78259  -0.524
H  4.40110  0.49303  -1.18414  0.248
N  -1.95998  -0.47346  0.09301  -0.413
C  1.94650  -1.04056  0.54553  0.211
C  0.87828  0.79810  0.31436  0.220
H  4.70098  -1.13564  -0.46406  0.247
C  -1.33844  1.66718  -0.79254  -0.544
C  -2.19240  0.48201  -0.76355  0.279
H  -2.38792  -2.38815  0.25964  0.233
F  -0.80141  1.91514  1.56004  -0.351
H  -2.12517  2.50169  -0.73192  0.293
C  4.16772  -0.14937  -0.25930  -0.458
C  -0.22726  1.85584  0.26674  0.170
C  -2.91409  -1.54772  0.56044  -0.408
H  -0.86887  1.93538  -1.89121  0.306

***

# 4
Density functional theory data (ωB97M-V/def2-TZVPD) for C15H26ClNdO2P2 as an isolated structure in a non-equilibrium geometry.

Properties
- HOMO level (alpha / beta): -0.4739 / -0.4757 Ha
- Frontier orbital gap (alpha / beta): 4.8 / 4.8 eV
- Spin multiplicity: 4
- Total charge: +2
- E_LUMO (alpha / beta): -0.29923 / -0.29922 Eh
- Energy above the lowest of the compared OMol25 structures with the same formula, charge and spin: 0.0 kJ/mol
- Expectation value of S²: 3.783

Each line ends with the natural charge from an NBO analysis.
Cartesian coordinates (Å):
Nd  -1.10538  -0.06028  1.48330  1.310
H  -2.34797  2.35364  0.57419  0.246
C  -1.23702  -3.00170  0.49307  -0.957
C  1.31316  3.22526  -0.18242  -0.943
H  -0.87266  -2.20578  4.07728  0.264
H  -0.91013  -0.42530  -4.24868  0.351
C  0.68077  -1.33992  2.82647  -0.324
H  -1.14060  -2.02587  -2.47619  0.257
Cl  -2.07658  0.02925  -1.31846  -0.637
C  -0.30154  -2.62127  -2.10267  -0.943
P  -0.09250  2.08470  -0.42368  0.861
H  0.57186  -2.49843  -2.75155  0.223
O  1.67255  0.16963  -2.48184  -0.258
C  -0.30029  1.15190  3.69061  -0.179
C  0.72804  0.18590  -3.16238  1.009
O  2.88227  -0.02909  0.39531  -0.429
C  0.78111  1.10582  2.80103  -0.292
H  -1.31485  -3.96338  -0.02688  0.268
C  1.88106  -0.18109  0.99635  0.692
H  0.19313  2.84481  -2.73158  0.223
C  -0.01059  0.20098  -4.36427  -0.849
H  1.72906  3.12882  0.82567  0.236
H  -0.66598  2.11766  4.06659  0.272
H  2.08869  2.96072  -0.91323  0.249
C  1.23478  -0.14404  2.29890  -0.368
H  -1.42454  2.11669  -2.45028  0.261
H  -2.20653  -2.47967  0.40907  0.244
C  -0.64557  2.76525  -2.03081  -0.952
H  0.62476  -0.17169  -5.19350  0.355
C  -0.92196  -0.03527  4.10110  -0.447
H  -1.07525  3.75961  -1.85786  0.262
H  1.31691  2.00570  2.49280  0.261
H  -0.99429  -3.18764  1.54945  0.248
H  1.18414  -4.24696  -0.50567  0.251
H  -1.48841  3.88668  0.26539  0.269
H  -0.33396  1.23356  -4.57998  0.351
P  0.10284  -2.09009  -0.39802  0.875
H  2.32823  -2.89484  -0.79058  0.254
H  1.13344  -2.28748  2.54302  0.258
C  -1.37628  2.87087  0.65959  -0.958
H  -1.07742  2.93357  1.71842  0.246
C  -0.41253  -1.28204  3.70531  -0.136
H  0.96836  4.25313  -0.35456  0.246
H  -0.59765  -3.67866  -2.08383  0.260
C  1.49261  -3.24685  -0.17174  -0.945
H  -1.79897  0.00543  4.75618  0.276
H  1.82166  -3.29224  0.87153  0.239

***

# 5
Density functional theory data (ωB97M-V/def2-TZVPD) for a 3-piece molecular cluster, C27H46N6O4P2 overall in a non-equilibrium geometry.

Properties
- SMILES: C#CC1=CC(=O)c2c(CC=C)cccc2C1=O.CN(C)P(=O)(N(C)C)N(C)C.CN(C)P(=O)(N(C)C)N(C)C
- HOMO level: -0.2882 Ha
- Frontier orbital gap: 6.1 eV
- Total charge: 0
- E_LUMO: -0.06272 Eh

Each line ends with the Mulliken charge.
Cartesian coordinates (Å):
C  6.15220  -2.83451  -0.55513  0.379
C  8.76523  -2.08028  -0.17632  0.513
H  -3.31392  1.62557  1.92126  0.339
C  1.81759  -1.86065  1.41078  -0.267
H  2.70345  1.19089  -3.37560  0.349
C  -2.32125  0.72006  -3.50383  -1.145
H  -3.54521  -0.31454  0.80713  0.287
H  2.51160  2.62191  -4.39999  0.278
C  -3.21529  0.72588  5.91732  -1.096
P  -4.40524  -1.09042  4.19200  0.907
H  0.35775  3.64796  -2.48495  0.362
H  2.66982  1.09439  0.72610  0.286
C  3.77088  0.72296  0.45507  -0.389
H  -7.35639  1.26096  4.56908  0.349
H  -4.04073  -0.99599  7.76724  0.343
H  -0.46259  -1.46141  1.92727  0.202
H  2.11612  -2.06251  2.54844  0.253
H  -3.30432  0.23597  -3.55022  0.386
H  -1.94764  1.49246  -6.56639  0.329
C  7.74070  -3.15909  -0.14582  -0.414
C  6.47143  1.47191  0.04769  -0.484
C  6.76644  -0.11437  -0.25192  0.104
C  11.66787  -2.27238  0.83507  -0.363
H  -2.66992  -1.48413  -4.94895  0.348
H  -4.46267  -2.28264  6.64013  0.366
P  0.29306  0.47544  -4.39670  0.836
N  -6.00621  -0.31248  4.20145  -0.061
C  5.61388  -1.31784  -0.22188  0.199
C  8.33107  -0.53500  -0.62363  0.278
N  -4.13302  -0.39218  5.73263  0.174
H  -3.62138  1.84119  3.60236  0.194
H  2.21816  -1.80537  -0.83986  0.052
H  -1.95987  0.65219  -2.47829  0.355
C  -3.83319  -1.39372  6.76742  -1.127
N  0.06926  1.46844  -5.85693  -0.076
H  3.25091  -3.11136  0.05690  0.299
H  -4.98736  1.70752  2.47688  0.359
H  -5.69107  1.74898  4.65250  0.252
N  -1.38473  0.13373  -4.45543  0.190
H  8.09453  -4.23704  0.18881  0.335
H  -7.01000  -1.60846  5.55214  0.363
H  2.41404  2.74750  -2.62522  0.345
N  0.71284  1.88030  -3.56468  0.382
C  0.38153  -1.50020  1.09863  -0.387
C  4.07063  -0.88931  0.13370  0.286
H  -1.06426  2.97562  -3.18706  0.198
C  -0.00451  3.12022  -3.37622  -0.999
H  -0.94212  2.84826  -7.08455  0.348
H  1.55463  0.30533  -6.80813  0.334
C  2.15139  2.12993  -3.49070  -1.185
H  -0.10308  -0.07900  -7.30167  0.364
C  10.35954  -2.32171  0.26632  -0.441
H  7.38286  2.21914  -0.04114  0.316
O  5.45690  -3.80854  -1.15227  -0.540
H  -2.52858  1.76092  -3.75112  0.228
H  -0.95643  -1.80708  -5.20104  0.373
H  -5.23653  -0.65767  1.25075  0.248
H  12.58534  -2.09574  1.57817  0.327
N  -3.99408  -0.11757  2.87798  0.358
H  -2.26744  0.56719  5.40418  0.307
C  -3.99426  1.31921  2.72585  -0.998
H  0.05459  -1.19612  0.00064  0.062
H  -3.66390  1.65921  5.57794  0.275
C  -4.19471  -0.74870  1.57466  -1.176
C  0.57286  0.73835  -7.02656  -1.100
H  -3.94803  -1.81508  1.61706  0.382
C  -6.36337  0.92469  4.89062  -0.889
H  -8.03849  -0.94870  4.25337  0.348
O  -3.01266  -1.76710  4.18378  -0.817
H  -6.39405  0.81036  5.97925  0.331
O  9.15728  0.34454  -1.19968  -0.522
O  0.48774  -0.38831  -3.12656  -0.781
H  0.70124  1.39978  -7.89004  0.355
H  -2.78765  -1.71369  6.73330  0.355
H  0.11509  3.79935  -4.22680  0.343
C  -1.15002  2.17145  -6.24714  -0.898
H  4.71972  3.04724  0.60901  0.293
H  -1.61186  -1.78879  -3.55539  0.320
C  -7.03581  -1.31628  4.49639  -1.096
C  -1.67052  -1.30698  -4.53575  -1.116
C  4.92765  1.89742  0.41447  -0.457
H  -6.87117  -2.21533  3.89331  0.345
H  -3.00138  0.90519  6.97799  0.381
H  -1.54107  2.80895  -5.45418  0.258
C  2.86015  -2.01028  0.14473  0.099

***

Question: Number 5 is which compound?
Answer: C27H46N6O4P2